Entry 1:
9
Properties=species:S:1:pos:R:3:forces:R:3:lowdin_charge:R:1 method="wB97M-V/def2-TZVPD" lumo_ev="-5.22 / -9.54" multiplicity=3 fmax_ev_per_a=4.87 gap_ha="0.2668 / 0.3428" charge=+1 de_lowest_kj_mol=36.4 s2=2.01
C -1.47470 0.48204 0.30758 -3.7 -0.8 3.1 -0.08
H 1.05583 -1.05674 -1.08922 0.0 1.8 0.9 0.19
O -0.46637 0.58951 -0.38659 2.0 -0.1 -2.1 0.02
H 0.84869 -1.08719 0.74198 -0.4 0.4 0.0 0.15
C 1.06432 -0.44689 -0.11777 1.0 -1.5 -0.9 0.04
O 1.78001 0.55392 0.19558 0.5 -0.5 0.8 0.17
H -2.33415 1.18445 0.13165 0.3 -0.6 0.1 0.16
H -1.61619 -0.40649 1.05278 0.0 1.4 -1.0 0.18
H 2.00735 1.20641 -0.47209 0.3 0.1 -0.8 0.17

***

Entry 2:
10
Properties=species:S:1:pos:R:3:forces:R:3:lowdin_charge:R:1 method="wB97M-V/def2-TZVPD" lumo_ev=0.17 fmax_ev_per_a=5.39 gap_ha=0.3507 de_lowest_kj_mol=186.8
C -1.38587 -0.01546 0.85603 -2.3 -0.5 4.8 -0.41
O 0.20844 0.46780 -0.88774 -0.1 0.1 -0.9 -0.50
P -0.80363 -0.79588 -0.68529 -1.6 0.5 -0.7 0.93
C 1.40314 0.12207 -0.29034 2.2 -0.1 0.1 -0.25
H 1.63881 -0.95872 -0.52486 0.2 1.0 0.4 0.08
H 1.30107 0.26009 0.79528 0.6 -0.2 -0.2 0.06
H -1.70421 -0.17870 -1.56416 -0.7 -0.4 -0.1 -0.03
H -0.42703 0.25736 1.40869 -0.7 0.4 -0.6 0.07
O -2.40823 0.03825 1.58942 2.6 -0.2 -3.2 -0.05
H 2.17751 0.80320 -0.69703 -0.2 -0.5 0.4 0.10

***

Entry 3:
10
Properties=species:S:1:pos:R:3:forces:R:3:lowdin_charge:R:1 method="wB97M-V/def2-TZVPD" lumo_ev=3.51 fmax_ev_per_a=1.33 gap_ha=0.2798 charge=-1 de_lowest_kj_mol=55.1
O -1.11582 -0.36491 -1.07374 -0.3 -0.2 -0.2 -0.17
O -1.56458 1.84905 -1.09406 0.1 0.0 -0.4 -0.14
H 1.00960 -0.39365 -0.50370 -0.4 0.5 0.3 0.01
H 2.03492 0.71428 0.53032 -0.2 0.1 -0.4 0.01
H -0.42050 -1.02910 1.30318 -0.3 0.0 -0.2 -0.18
H 2.49067 -0.94723 0.24776 -0.2 -0.1 0.3 0.01
C 1.62727 -0.28460 0.38815 0.8 -0.3 0.0 -0.50
S 0.71560 -0.68734 1.90521 0.2 -0.2 0.0 0.57
H -2.91456 0.50285 -0.70108 -0.7 -0.6 -0.1 0.08
C -1.86260 0.64064 -1.00206 0.9 0.7 0.7 -0.68

***

Entry 4:
11
Properties=species:S:1:pos:R:3:forces:R:3:lowdin_charge:R:1 method="wB97M-V/def2-TZVPD" lumo_ev="0.89 / -3.02" multiplicity=4 fmax_ev_per_a=6.07 gap_ha="0.2614 / 0.2586" de_lowest_kj_mol=132.5 s2=3.76
H 0.82947 -0.04431 1.08285 0.1 0.0 -0.1 0.11
C 0.06654 1.37550 -0.37052 -0.1 -1.2 0.8 -0.27
C 0.10786 0.05354 0.26961 3.8 1.3 0.2 -0.29
H -0.51190 3.09490 0.38680 0.3 -1.4 0.8 0.11
H -0.68162 1.36887 -1.18174 0.6 0.3 -0.1 0.12
O -0.20461 -3.16837 -0.06930 3.9 -4.3 -1.8 0.04
H -0.39249 -1.87749 0.12557 -1.6 5.1 0.5 0.06
O -0.35735 2.16312 0.72963 -0.7 3.3 -0.6 -0.11
O 0.82681 -3.75059 -0.51430 -3.5 2.2 1.6 0.15
O -0.80300 -0.82750 0.15471 -2.0 -5.5 -0.9 -0.03
H 1.12028 1.61234 -0.61330 -0.6 0.3 -0.6 0.11

***

Entry 5:
11
Properties=species:S:1:pos:R:3:forces:R:3:lowdin_charge:R:1 method="wB97M-V/def2-TZVPD" lumo_ev="-7.39 / -7.43" fmax_ev_per_a=4.26 gap_ha="0.3533 / 0.3517" charge=+1 de_lowest_kj_mol=61.1
O 2.16576 -1.05940 -0.93505 -2.1 -0.7 -0.9 0.00
O -0.78410 0.44155 -1.40580 -0.5 -1.4 0.3 0.21
O 1.32747 -0.32993 -0.24565 2.2 -0.4 0.3 0.00
O 3.33840 -1.03717 -0.72996 0.5 0.8 0.8 0.22
H -1.84822 1.04271 0.94365 2.6 -1.3 0.5 0.20
C -0.81637 0.36612 1.05480 -1.1 3.8 -1.6 0.01
H -1.02900 -0.30939 1.82048 -0.2 -1.5 0.9 0.07
H 0.08486 1.00323 1.36644 -1.5 -0.6 -0.7 0.14
C -0.75500 -0.21198 -0.31381 -0.6 -0.6 1.0 -0.15
H -0.63239 1.33440 -1.16948 0.3 2.4 -0.2 0.14
H -1.05141 -1.24015 -0.38563 0.2 -0.6 -0.5 0.16

***

Entry 6:
13
Properties=species:S:1:pos:R:3:forces:R:3:lowdin_charge:R:1 method="wB97M-V/def2-TZVPD" lumo_ev=5.90 fmax_ev_per_a=4.66 gap_ha=0.1866 charge=-2 de_lowest_kj_mol=133.3
O 1.63933 0.84805 0.83193 -1.6 0.3 0.9 -0.38
O -0.63087 -0.45954 1.51206 -0.7 0.9 -1.0 -0.20
H 1.21396 -2.30518 -0.03148 0.0 0.8 0.0 -0.05
C -1.12450 -0.44281 0.35667 -0.4 0.3 1.0 -1.17
O 1.96817 -1.68876 -0.01606 -0.1 0.7 -0.2 -0.39
H -0.72211 1.41079 -0.61154 3.5 1.6 -2.1 -0.04
C -1.52456 0.91356 -0.30323 -4.0 -2.0 1.5 -0.18
H -1.79797 1.56244 0.52598 -0.9 0.1 0.4 0.05
H 0.71937 0.84212 1.28849 2.1 -0.5 -0.9 0.02
S -1.55365 -1.85153 -0.45979 -0.6 -1.1 -0.7 0.34
H -2.36078 0.83760 -1.09027 1.4 0.0 1.2 0.07
P 1.48264 -0.05306 -0.59730 1.2 -1.0 -0.2 0.52
O 2.69097 0.38631 -1.40546 0.1 0.0 0.1 -0.58

***

Entry 7:
9
Properties=species:S:1:pos:R:3:forces:R:3:lowdin_charge:R:1 method="wB97M-V/def2-TZVPD" lumo_ev=1.00 fmax_ev_per_a=5.94 gap_ha=0.3623 de_lowest_kj_mol=259.2 smiles="C=COP"
H 0.24659 -0.15670 1.37285 0.5 -0.2 0.6 0.05
C 0.73185 0.00520 0.43830 -5.0 0.4 -3.2 -0.06
H -2.35728 -1.25304 0.48353 0.4 2.3 -0.5 -0.06
C 1.87516 0.12876 -0.12490 0.4 0.4 -0.8 0.01
H 2.73361 0.07348 0.45531 1.5 -0.2 1.2 0.05
H -2.68084 0.36434 -1.01397 -0.9 0.0 0.0 -0.12
H 2.07495 0.37921 -1.14988 -0.5 -0.1 -0.4 0.08
P -1.99558 0.31392 0.20176 -0.5 -2.3 0.3 0.67
O -0.62844 0.14483 -0.66300 4.2 -0.3 2.7 -0.61

***

Entry 8:
9
Properties=species:S:1:pos:R:3:forces:R:3:lowdin_charge:R:1 method="wB97M-V/def2-TZVPD" lumo_ev=-0.48 fmax_ev_per_a=5.47 gap_ha=0.3081 de_lowest_kj_mol=115.5 smiles="CCP=O"
H -0.70015 1.41859 -0.45176 0.9 3.1 -2.4 -0.02
C -0.81746 0.53080 0.00309 -3.3 -2.7 0.9 -0.40
P -2.89545 0.42763 -0.04034 2.8 0.3 -0.3 0.88
H -0.12542 -1.45794 0.39951 1.6 1.5 -1.0 0.12
O -3.33885 -0.96099 0.03732 -0.4 -0.8 0.1 -0.53
H 0.48753 -0.63858 -1.12645 0.6 -1.0 -3.0 0.02
H 1.09341 0.01152 0.29383 2.0 0.0 1.2 0.04
H -0.94682 0.89564 0.99744 0.3 0.0 1.6 0.01
C 0.31014 -0.51568 -0.13836 -4.6 -0.5 3.0 -0.12

***

Entry 9:
9
Properties=species:S:1:pos:R:3:forces:R:3:lowdin_charge:R:1 method="wB97M-V/def2-TZVPD" lumo_ev=0.09 fmax_ev_per_a=3.75 gap_ha=0.3536 de_lowest_kj_mol=180.6 smiles="[H]/P=C/CO"
H -0.98946 -0.98214 0.74740 -0.1 -0.7 -0.6 0.08
P 1.59435 -1.16286 -0.06139 1.3 0.3 0.1 0.81
C 0.68444 0.21387 0.06126 -1.1 0.0 -1.9 -0.55
H -0.78035 0.47935 1.53429 -0.5 0.2 -1.6 0.14
H 2.88199 -0.63210 -0.53857 -0.9 -0.2 0.2 -0.13
H 0.69367 1.17280 -0.48598 1.1 -0.2 0.7 0.07
H -1.68543 0.21063 -1.34488 0.4 1.3 3.5 0.17
C -0.73598 0.03428 0.47162 0.0 0.5 2.5 -0.46
O -1.66323 0.66616 -0.38375 -0.2 -1.3 -2.9 -0.12

***

Entry 10:
9
Properties=species:S:1:pos:R:3:forces:R:3:lowdin_charge:R:1 method="wB97M-V/def2-TZVPD" lumo_ev=0.56 fmax_ev_per_a=4.07 gap_ha=0.3321 de_lowest_kj_mol=233.6 smiles="C1=PC1.O"
C 1.46204 -0.58383 0.42045 -1.5 3.4 -1.7 -0.47
H -2.81083 1.08246 0.03022 0.2 0.0 0.5 0.04
P 0.81998 0.94213 0.22921 0.0 -1.9 0.2 0.90
H 1.91002 -1.23908 1.06521 1.0 -1.6 1.4 0.00
H -2.18988 1.25056 1.46893 -0.2 0.1 -0.3 0.03
H 0.28770 -1.32655 -1.23095 -1.2 -0.2 -0.6 0.03
O -2.18462 0.71038 0.67031 -0.1 -0.1 -0.3 -0.12
H 1.76256 -0.30291 -1.66387 -0.4 -0.6 -0.6 0.02
C 0.94304 -0.53317 -0.98951 2.2 0.8 1.4 -0.42

***

Entry 11:
9
Properties=species:S:1:pos:R:3:forces:R:3:lowdin_charge:R:1 method="wB97M-V/def2-TZVPD" lumo_ev=1.07 fmax_ev_per_a=4.99 gap_ha=0.3898 de_lowest_kj_mol=255.7 smiles=P[C@@H]1CO1
C -0.32275 0.64200 0.34946 1.4 -0.2 2.5 -0.48
H 0.82980 1.52466 -1.34350 0.0 -1.5 1.7 0.15
H -0.34868 -2.06445 0.90090 0.5 0.7 -0.7 -0.11
H -1.86189 -0.80799 0.92248 -1.9 -0.5 0.0 -0.14
O 1.08888 1.13593 0.80306 -1.3 0.1 -0.5 -0.15
H -1.01602 1.46752 0.44768 -0.2 -0.2 -0.3 0.10
P -0.62121 -0.77532 1.46125 -0.3 0.0 1.0 0.84
H 1.28300 -0.14919 -0.75476 1.3 -2.6 -1.0 0.07
C 0.79956 0.70374 -0.49663 0.5 4.2 -2.7 -0.28

***

Entry 12:
10
Properties=species:S:1:pos:R:3:forces:R:3:lowdin_charge:R:1 method="wB97M-V/def2-TZVPD" lumo_ev="-1.54 / -1.68" fmax_ev_per_a=3.90 gap_ha="0.2358 / 0.2278" de_lowest_kj_mol=352.0
H -1.33409 -1.17461 -0.25581 -0.3 -0.1 0.3 0.06
C 1.09205 -0.74483 0.44421 -2.9 0.6 -0.2 -0.28
O -2.20925 0.48271 -0.94517 -0.5 3.7 1.0 -0.17
P 0.50123 0.15045 -0.96347 1.2 1.4 0.1 0.78
H 1.80916 -0.37385 1.11900 1.0 -0.2 0.6 0.00
H -2.12809 1.51324 -0.72096 -0.5 -3.2 -0.9 0.15
S -0.95766 0.56225 1.48068 0.7 -1.2 -0.2 0.53
H 0.63169 -1.74592 0.46824 0.8 0.4 0.5 0.03
C -1.22848 -0.09443 -0.17713 1.3 0.4 -0.8 -1.09
H 0.88179 1.57188 -0.46397 -0.7 -1.9 -0.6 -0.01